No. 1
Formula: C11H17N4OPtS
Source: the OMol25 dataset
Level of theory: ωB97M-V with the def2-TZVPD basis set

Geometry as ORCA input:
```
! RIJCOSX wB97M-V def2-TZVPD def2/J DEFGRID3
* xyz 1 1
Pt 0.00492 0.70315 0.47146
C -1.47454 -0.61983 4.22724
C -1.22107 -0.35234 2.78135
N -0.06365 -0.28290 2.21180
N 1.11353 -0.33750 2.91809
C 2.24857 0.11468 2.31404
N 3.36115 0.06331 3.04208
S 2.28153 0.66469 0.71591
C -2.35263 -0.08411 1.86070
C -3.67728 -0.26801 2.20257
C -4.65546 -0.04629 1.23898
C -4.27978 0.32924 -0.03598
C -2.93186 0.51532 -0.31038
N -2.00462 0.33657 0.62215
H -0.58224 -0.89019 4.78544
H -2.16984 -1.45324 4.33034
H -1.92420 0.25427 4.70109
H 1.07243 -0.44294 3.92030
H 3.40748 -0.37555 3.94635
H 4.21223 0.43316 2.65121
H -3.94964 -0.59438 3.19547
H -5.69906 -0.18305 1.48648
H -5.01102 0.49819 -0.81285
H -2.57732 0.84068 -1.27851
C 1.08845 3.02805 -2.46645
C -0.24177 2.52359 -1.92979
C -1.37558 3.48562 -2.25061
O -0.17054 2.38473 -0.51647
H 1.06137 3.14919 -3.55070
H 1.89065 2.32969 -2.22033
H 1.32354 3.99248 -2.01351
H -0.45638 1.55432 -2.40336
H -1.17519 4.45645 -1.79463
H -2.32306 3.11809 -1.85279
H -1.48003 3.62459 -3.32790
*
```

Properties
LUMO: -4.24 eV
F_max: 0.0185 Eh/bohr
total energy: -33766.6166 eV
relative energy (zero: lowest compared OMol25 entry of this formula, charge and spin): 0.000 eV
frontier orbital gap: 6.77 eV


No. 2
Formula: C4H6N2O
Source: the OMol25 dataset
Level of theory: ωB97M-V with the def2-TZVPD basis set

Geometry as ORCA input:
```
! RIJCOSX wB97M-V def2-TZVPD def2/J DEFGRID3
* xyz 0 1
C 2.20464 0.09408 -0.41212
O 1.06733 -0.67755 -0.74820
C 0.00970 -0.43192 0.10022
C -1.16402 -1.39115 -0.00752
N -2.15688 -0.52064 0.14778
C -1.73063 0.84390 0.17508
N -0.47635 0.96547 0.08669
H 2.01864 1.16274 -0.56703
H 3.02116 -0.23961 -1.05487
H 2.48169 -0.06546 0.64134
H 0.30394 -0.59921 1.16239
H -3.12889 -0.79379 0.21289
H -2.45035 1.65316 0.26336
*
```

Properties
LUMO: 0.54 eV
F_max: 0.0099 Eh/bohr
total energy: -9270.0643 eV
relative energy (zero: lowest compared OMol25 entry of this formula, charge and spin): 3.438 eV
frontier orbital gap: 9.62 eV


No. 3
Formula: C20H30O23S2Ti2
Source: the OMol25 dataset
Level of theory: ωB97M-V with the def2-TZVPD basis set

Geometry as ORCA input:
```
! RIJCOSX wB97M-V def2-TZVPD def2/J DEFGRID3
* xyz 0 7
Ti 1.44908 -1.40848 -1.64976
Ti -1.34653 0.17092 2.81878
S 0.14080 -0.40972 0.55010
O 0.66651 -0.53110 1.92283
O -1.17761 0.28808 0.66916
O 1.03093 0.30387 -0.39162
O -0.09576 -1.74133 -0.04454
C 4.10285 -0.19876 2.36223
C 3.39833 1.15296 2.06920
O 4.43238 1.94157 1.50316
C 5.47638 1.13863 1.14209
O 6.39445 1.50204 0.49587
O 5.34105 -0.08554 1.70819
H 3.40833 -0.90515 1.91721
H 4.18667 -0.33451 3.43779
H 2.95471 1.64994 2.92634
H 2.64435 0.89717 1.32628
C -2.41138 -3.24055 2.07693
C -1.60916 -4.48635 1.67639
O -2.54839 -5.29198 0.99999
C -3.79820 -4.78276 1.13045
O -4.76744 -5.28263 0.67666
O -3.77280 -3.65915 1.88353
H -2.18779 -2.39191 1.42784
H -2.39182 -2.96842 3.13090
H -1.17278 -4.99540 2.53627
H -0.77286 -4.19544 1.03946
C -4.65905 1.90228 0.89924
C -3.88996 1.36698 -0.31040
O -4.70368 1.71919 -1.41459
C -5.65593 2.59925 -1.01649
O -6.46485 3.09517 -1.71624
O -5.53054 2.85504 0.31527
H -3.97363 2.42358 1.57315
H -5.18813 1.16928 1.50810
H -3.79923 0.28314 -0.23552
H -2.88378 1.76766 -0.39556
C -0.48475 3.99079 -0.99818
C -0.83520 2.82367 -1.90443
O -0.14920 3.14882 -3.10695
C 0.11883 4.48057 -3.12650
O 0.57710 5.07335 -4.03999
O -0.18124 5.03758 -1.91865
H 0.43262 3.79016 -0.43625
H -1.23895 4.27456 -0.26841
H -1.90567 2.71237 -2.08098
H -0.41401 1.90626 -1.49665
C -2.35703 -1.63534 -2.04417
C -1.69482 -0.58894 -2.95779
O -2.74903 -0.15738 -3.81684
C -3.86543 -0.89872 -3.60573
O -4.89394 -0.75611 -4.17360
O -3.63452 -1.83326 -2.65268
H -2.51812 -1.24619 -1.04133
H -1.84374 -2.59136 -2.03474
H -0.98427 -1.11638 -3.60829
H -1.16940 0.26083 -2.53674
C 3.14116 2.16013 -1.64780
C 3.14091 3.51581 -0.97240
O 4.51450 3.87869 -1.03633
C 5.07550 3.25563 -2.10672
O 6.11156 3.54745 -2.59304
O 4.25251 2.26911 -2.54453
H 2.23943 1.86037 -2.17852
H 3.39001 1.32355 -0.98712
H 2.86226 3.46691 0.08013
H 2.52201 4.27799 -1.45021
C 1.58829 -3.63617 3.68618
S 3.17476 -3.87985 2.87144
O 3.47540 -5.32991 2.88521
C 2.54897 -3.52456 1.21744
H 1.59815 -3.82879 4.75330
H 0.86453 -4.30993 3.21868
H 1.26187 -2.62347 3.43452
H 3.33197 -3.24882 0.51347
H 1.81541 -2.72077 1.25731
H 2.05609 -4.44621 0.89920
*
```

Properties
LUMO (spin up / spin down): -1.64 / -2.18 eV
F_max: 0.0390 Eh/bohr
expectation value of S²: 12.0031
total energy: -136214.8726 eV
relative energy (zero: lowest compared OMol25 entry of this formula, charge and spin): 0.000 eV
frontier orbital gap (spin up / spin down): 6.43 / 7.72 eV


The highest F_max belongs to which entry? C20H30O23S2Ti2


Which of these has the highest F_max? C20H30O23S2Ti2


Among the records above, which one has the lowest total energy? C20H30O23S2Ti2


Copy entry 2 word for word.
Formula: C4H6N2O
Source: the OMol25 dataset
Level of theory: ωB97M-V with the def2-TZVPD basis set

Geometry as ORCA input:
```
! RIJCOSX wB97M-V def2-TZVPD def2/J DEFGRID3
* xyz 0 1
C 2.20464 0.09408 -0.41212
O 1.06733 -0.67755 -0.74820
C 0.00970 -0.43192 0.10022
C -1.16402 -1.39115 -0.00752
N -2.15688 -0.52064 0.14778
C -1.73063 0.84390 0.17508
N -0.47635 0.96547 0.08669
H 2.01864 1.16274 -0.56703
H 3.02116 -0.23961 -1.05487
H 2.48169 -0.06546 0.64134
H 0.30394 -0.59921 1.16239
H -3.12889 -0.79379 0.21289
H -2.45035 1.65316 0.26336
*
```

Properties
LUMO: 0.54 eV
F_max: 0.0099 Eh/bohr
total energy: -9270.0643 eV
relative energy (zero: lowest compared OMol25 entry of this formula, charge and spin): 3.438 eV
frontier orbital gap: 9.62 eV